One molecule with the formula C3H7N3O2. Source: OMol25; level of theory: the ωB97M-V functional and the def2-TZVPD basis.

E_LUMO (hartree): 0.0086
Gap between HOMO and LUMO (eV): 7.57
Charge: 0
Energy above the lowest of the compared OMol25 structures with the same formula, charge and spin (kJ/mol): 399.4

```
15
C3H7N3O2, DFT the ωB97M-V functional and the def2-TZVPD basis
N -1.142 -1.196 0.664
C -1.744 -0.042 0.140
C 0.908 -0.064 0.202
N -1.157 0.229 -1.195
N 1.782 0.961 0.426
C -0.139 -0.296 1.117
O 1.439 -1.151 -0.438
O -2.651 0.659 0.575
H 2.308 -0.922 -0.798
H -0.815 -1.893 0.000
H -1.463 1.130 -1.545
H -0.921 -0.493 -1.865
H 1.399 1.730 0.963
H 2.378 1.211 -0.354
H -0.183 0.136 2.108
```

***

C26H29ClCuN3O6 as an isolated structure. Source: OMol25; level of theory: the ωB97M-V functional and the def2-TZVPD basis.

E_LUMO (hartree): -0.0341
Gap between HOMO and LUMO (eV): 7.39
Charge: 0

```
66
C26H29ClCuN3O6, DFT the ωB97M-V functional and the def2-TZVPD basis
Cu 0.030 -0.571 -0.962
Cl 0.692 0.352 -3.773
O 0.636 1.243 -2.610
O -0.604 0.157 -4.355
O 1.570 0.995 -4.717
O 1.217 -0.916 -3.282
C -4.643 -1.105 -4.135
C -3.658 -2.066 -4.811
C -3.096 -3.076 -3.811
C -2.350 -2.404 -2.742
N -1.734 -1.884 -1.927
H -4.114 -0.330 -3.572
H -5.225 -1.638 -3.380
H -5.256 -0.579 -4.863
H -2.922 -1.493 -5.371
H -4.221 -2.654 -5.541
H -2.402 -3.780 -4.270
H -3.909 -3.617 -3.328
C 1.188 -7.390 1.919
C 1.356 -6.036 1.249
C 0.277 -5.066 1.757
C 0.278 -3.794 1.019
N 0.316 -2.829 0.399
H 1.187 -7.328 3.009
H 1.999 -8.052 1.615
H 0.252 -7.876 1.640
H 1.305 -6.187 0.171
H 2.312 -5.551 1.449
H 0.497 -4.835 2.798
H -0.727 -5.467 1.617
C -4.046 3.606 0.508
C -2.890 4.255 -0.269
C -2.224 3.311 -1.255
C -1.926 1.981 -0.738
N -1.689 0.941 -0.332
H -3.738 2.698 1.029
H -4.856 3.399 -0.192
H -4.410 4.265 1.297
H -2.181 4.657 0.459
H -3.304 5.134 -0.763
H -1.365 3.769 -1.740
H -2.934 3.057 -2.057
C -0.457 1.944 3.987
C 0.364 2.435 5.001
C 1.724 2.532 4.809
C 2.314 2.011 3.660
C 1.490 1.489 2.663
C 0.100 1.442 2.822
C 2.037 1.205 1.315
O 1.393 0.647 0.458
C 3.386 1.764 0.975
C 3.661 1.903 -0.386
C 4.848 2.517 -0.751
C 5.724 2.963 0.240
C 5.366 2.940 1.571
C 4.148 2.370 1.958
C 3.758 2.273 3.380
O 4.555 2.448 4.275
H -1.530 1.822 4.074
H -0.116 2.815 5.894
H 2.373 3.006 5.535
H -0.507 1.137 1.981
H 2.918 1.657 -1.132
H 5.065 2.614 -1.807
H 6.690 3.396 0.014
H 6.009 3.372 2.326
```

***

A 3-piece molecular cluster, C32H67BN4O5P overall. Source: OMol25; level of theory: the ωB97M-V functional and the def2-TZVPD basis.

E_LUMO (spin up / spin down) (hartree): 0.0740 / 0.0423
Gap between HOMO and LUMO (spin up / spin down) (eV): 5.73 / 4.87
Charge: -1
2S+1: 3

```
110
C32H67BN4O5P, DFT the ωB97M-V functional and the def2-TZVPD basis
C 6.902 2.770 1.638
C 5.753 3.727 0.944
C 5.620 3.498 -0.699
C 4.121 2.892 -1.126
N 4.278 1.462 -1.507
B 3.342 0.507 -0.719
C 1.816 0.846 -1.157
C 0.862 1.666 -0.155
N -0.115 0.969 0.710
C -1.317 1.862 1.056
C -0.891 2.949 2.249
C -0.637 -0.350 0.257
C -0.716 -1.547 1.426
O -1.100 -0.703 -0.943
C 3.772 -0.967 -1.405
C 2.860 -2.229 -0.534
C 2.271 -3.498 -1.552
O 3.526 -3.633 -0.488
P 3.867 0.669 1.090
C 2.547 0.267 2.388
O 5.044 -0.655 1.297
H 6.400 1.800 2.112
H 7.445 3.418 2.451
H 7.606 2.406 0.768
H 5.978 4.889 1.085
H 4.720 3.482 1.481
H 5.697 4.556 -1.219
H 6.457 2.771 -1.108
H 3.771 3.510 -2.084
H 3.378 3.154 -0.272
H 4.060 1.381 -2.536
H 1.363 -0.162 -1.613
H 1.910 1.532 -2.137
H 0.261 2.479 -0.792
H 1.555 2.322 0.564
H -1.746 2.429 0.122
H -2.163 1.170 1.523
H -1.791 2.952 3.022
H -0.798 4.005 1.744
H 0.119 2.635 2.782
H -1.617 -2.277 1.268
H 0.256 -2.196 1.478
H -0.774 -0.964 2.466
H 3.393 -1.079 -2.509
H 4.904 -1.225 -1.248
H 2.124 -1.853 0.412
H 2.185 -4.622 -1.309
H 1.212 -3.279 -1.041
H 1.826 1.206 2.482
H 3.019 0.136 3.476
H 1.886 -0.674 2.210
H 5.837 -0.489 0.706
C -2.124 -6.712 4.784
C -1.972 -5.203 5.126
C -2.328 -4.992 6.620
C -3.819 -5.171 6.895
C -4.664 -4.283 5.989
C -4.296 -4.347 4.481
N -2.821 -4.354 4.218
O -2.364 -3.028 4.339
C -4.925 -5.599 3.814
C -5.041 -3.160 3.775
C -0.443 -4.951 4.913
H -1.305 -7.298 5.221
H -3.032 -7.166 5.183
H -2.098 -6.881 3.702
H -2.025 -3.987 6.945
H -1.764 -5.694 7.247
H -4.114 -6.218 6.779
H -4.025 -4.916 7.943
H -5.721 -4.545 6.128
H -4.558 -3.251 6.347
H -4.613 -5.683 2.766
H -6.020 -5.541 3.820
H -4.686 -6.534 4.315
H -4.821 -2.193 4.242
H -6.130 -3.286 3.837
H -4.777 -3.097 2.713
H -0.150 -5.192 3.885
H 0.152 -5.583 5.583
H -0.140 -3.921 5.122
C -1.173 5.339 -6.567
C -0.345 4.033 -6.409
C -0.908 2.965 -7.383
C -2.282 2.455 -6.959
C -2.270 1.947 -5.521
C -1.616 2.910 -4.492
N -0.356 3.554 -4.981
O 0.680 2.609 -4.851
C -2.612 4.024 -4.073
C -1.418 2.098 -3.164
C 1.082 4.466 -6.878
H -0.928 5.847 -7.509
H -2.251 5.176 -6.613
H -0.962 6.045 -5.757
H -0.219 2.112 -7.453
H -0.980 3.378 -8.398
H -3.041 3.234 -7.076
H -2.586 1.638 -7.627
H -3.300 1.719 -5.220
H -1.734 0.989 -5.515
H -2.133 4.743 -3.397
H -3.472 3.603 -3.538
H -3.038 4.574 -4.909
H -0.851 1.173 -3.323
H -2.383 1.794 -2.740
H -0.897 2.693 -2.405
H 1.458 5.291 -6.263
H 1.061 4.812 -7.919
H 1.815 3.654 -6.845
```

***

C23H43BaCl3N3O8Si as an isolated structure. Source: OMol25; level of theory: the ωB97M-V functional and the def2-TZVPD basis.

E_LUMO (hartree): 0.0750
Gap between HOMO and LUMO (eV): 5.94
Charge: -1
Energy above the lowest of the compared OMol25 structures with the same formula, charge and spin (kJ/mol): 0.0

```
82
C23H43BaCl3N3O8Si, DFT the ωB97M-V functional and the def2-TZVPD basis
C -1.985 -0.316 -5.151
C -1.477 -1.224 -4.083
H -2.103 -0.840 -6.109
H -1.285 0.526 -5.288
H -2.954 0.106 -4.854
C -0.726 -2.307 -4.352
C -0.326 -2.756 -5.711
H -0.331 -2.913 -3.535
H 0.319 -2.020 -6.205
H -1.169 -2.988 -6.374
H 0.266 -3.666 -5.603
Ba 1.336 1.164 1.947
Cl 1.534 2.796 -1.452
C 0.485 -1.992 2.537
O 1.623 -1.605 2.270
N 0.220 -3.021 3.314
C 1.355 -3.764 3.858
C -1.139 -3.536 3.505
H -0.464 -1.391 2.118
H 2.078 -3.084 4.329
H 1.874 -4.345 3.085
H 0.958 -4.460 4.599
H -1.818 -2.679 3.609
H -1.138 -4.153 4.404
H -1.443 -4.148 2.643
H 1.100 3.828 6.891
H -0.676 4.751 6.673
C 1.413 3.620 5.866
C -0.830 4.714 5.593
N 0.365 4.134 5.000
H 1.539 2.539 5.715
C 0.529 4.087 3.677
O 1.507 3.537 3.118
H -1.718 4.107 5.369
H -0.284 4.572 3.101
H 2.355 4.135 5.644
H -0.985 5.729 5.202
H 1.532 -0.140 -2.859
H 2.117 -3.041 -2.836
C 2.627 -0.265 -2.807
C 3.107 -2.695 -2.496
N 3.007 -1.361 -1.919
H 3.052 0.679 -2.459
C 3.214 -1.153 -0.597
O 2.933 -0.088 -0.011
H 3.483 -3.388 -1.734
H 3.673 -2.022 -0.085
H 2.999 -0.497 -3.811
H 3.790 -2.682 -3.357
O -0.988 0.447 -2.453
C -1.715 -0.688 -2.662
C -0.188 -2.144 -1.237
C -1.482 -1.802 -1.616
H 0.625 -1.466 -1.520
C 0.065 -3.324 -0.526
H -2.807 -0.481 -2.606
C -2.552 -2.551 -1.111
H 1.089 -3.631 -0.302
C -1.009 -4.124 -0.101
C -2.317 -3.711 -0.369
H -3.569 -2.216 -1.338
H -0.810 -5.062 0.431
H -3.164 -4.310 0.002
Si -0.339 3.532 -2.081
Cl -1.042 -0.176 1.205
C 0.144 5.357 -2.324
C -1.444 3.364 -0.602
C -0.874 2.757 -3.677
H 0.599 5.743 -1.392
H -0.725 5.986 -2.573
H 0.889 5.474 -3.132
H -0.056 2.703 -4.412
H -1.728 3.307 -4.120
H -1.161 1.690 -3.402
H -1.866 2.351 -0.610
H -2.247 4.111 -0.614
H -0.877 3.482 0.335
O -1.263 1.645 5.708
Cl -0.823 0.964 4.501
O 0.634 0.640 4.609
O -1.558 -0.249 4.263
O -0.977 1.901 3.350
```

***

A 2-piece molecular cluster, C3H13N2 overall. Source: OMol25; level of theory: the ωB97M-V functional and the def2-TZVPD basis.

E_LUMO (hartree): -0.1133
Gap between HOMO and LUMO (eV): 10.95
Charge: +1
Energy above the lowest of the compared OMol25 structures with the same formula, charge and spin (kJ/mol): 111.0

```
18
C3H13N2, DFT the ωB97M-V functional and the def2-TZVPD basis
C -2.395 -0.116 0.866
N -1.315 -1.070 0.679
H -3.365 -0.603 1.007
H -2.261 0.522 1.729
H -2.545 0.462 -0.043
H -1.489 -1.733 -0.058
H -1.021 -1.631 1.482
H 0.155 -0.202 0.226
C 1.078 1.671 -0.432
N 0.749 0.221 -0.569
C 1.966 -0.633 -0.588
H 1.376 1.840 0.603
H 1.916 1.937 -1.065
H 0.158 2.234 -0.558
H 0.210 0.055 -1.414
H 1.661 -1.639 -0.308
H 2.786 -0.321 0.056
H 2.415 -0.676 -1.577
```

***

C48H45N4P2SeTi as an isolated structure. Source: OMol25; level of theory: the ωB97M-V functional and the def2-TZVPD basis.

E_LUMO (hartree): -0.3508
Gap between HOMO and LUMO (eV): 6.46
Charge: +3
Energy above the lowest of the compared OMol25 structures with the same formula, charge and spin (kJ/mol): 39.5

```
101
C48H45N4P2SeTi, DFT the ωB97M-V functional and the def2-TZVPD basis
Ti -0.386 0.050 -0.188
C -4.728 2.126 -4.951
C -3.477 2.663 -5.219
C -2.378 2.263 -4.480
C -2.530 1.293 -3.484
C -3.791 0.789 -3.189
C -4.888 1.203 -3.928
P -1.096 0.950 -2.458
C -0.863 2.457 -1.506
C -0.090 3.581 -1.798
C -0.214 4.696 -0.992
C -1.090 4.701 0.096
C -1.855 3.588 0.401
C -1.732 2.461 -0.405
C 0.336 0.405 -3.381
C 0.421 0.377 -4.753
C 1.599 -0.058 -5.393
C 2.682 -0.432 -4.650
C 2.624 -0.443 -3.231
C 3.747 -0.806 -2.453
C 3.693 -0.810 -1.084
C 2.492 -0.477 -0.435
C 1.353 -0.167 -1.159
C 1.417 -0.076 -2.583
H -5.582 2.442 -5.531
H -3.359 3.404 -5.996
H -1.419 2.729 -4.669
H -3.930 0.079 -2.390
H -5.868 0.808 -3.702
H 0.580 3.589 -2.648
H 0.359 5.584 -1.217
H -1.177 5.595 0.697
H -2.532 3.594 1.244
H -2.389 1.595 -0.237
H -0.417 0.686 -5.363
H 1.644 -0.069 -6.471
H 3.600 -0.733 -5.135
H 4.665 -1.067 -2.962
H 4.568 -1.069 -0.504
H 2.487 -0.457 0.651
Se 0.886 3.775 6.643
N 1.697 3.844 5.060
C 1.058 3.028 4.255
C 1.429 2.818 2.860
C 2.481 3.495 2.242
C 2.723 3.252 0.909
C 1.942 2.319 0.232
N 0.950 1.636 0.807
C 0.690 1.908 2.103
C -0.441 1.209 2.676
N -1.104 0.379 1.843
C -2.203 -0.221 2.309
C -2.672 -0.054 3.607
C -1.974 0.766 4.468
C -0.839 1.421 3.996
C -0.055 2.340 4.815
N -0.321 2.595 6.075
H 3.071 4.203 2.810
H 3.513 3.762 0.380
H 2.132 2.116 -0.812
H -2.723 -0.870 1.626
H -3.569 -0.569 3.917
H -2.293 0.923 5.490
C 1.693 -3.539 -1.132
C 0.225 -3.878 -1.365
C -0.072 -5.218 -0.675
C 0.010 -3.987 -2.878
P -0.921 -2.581 -0.613
C -0.845 -2.938 1.168
C -1.776 -3.641 1.935
C -1.556 -3.845 3.288
C -0.405 -3.363 3.900
C 0.534 -2.670 3.152
C 0.311 -2.465 1.798
C -2.656 -2.774 -1.301
C -3.235 -4.202 -1.280
C -3.573 -1.874 -0.473
C -2.678 -2.322 -2.773
H 2.277 -4.385 -1.493
H 1.947 -3.405 -0.080
H 1.998 -2.668 -1.702
H 0.505 -5.986 -1.191
H -1.116 -5.517 -0.713
H 0.249 -5.213 0.366
H 0.814 -4.601 -3.284
H 0.052 -3.018 -3.380
H -0.923 -4.482 -3.133
H -2.675 -4.044 1.493
H -2.278 -4.405 3.867
H -0.235 -3.545 4.951
H 1.443 -2.310 3.614
H 1.081 -1.958 1.216
H -3.311 -4.647 -0.291
H -2.670 -4.876 -1.919
H -4.246 -4.153 -1.689
H -3.683 -2.231 0.548
H -4.570 -1.865 -0.917
H -3.237 -0.825 -0.450
H -2.328 -3.108 -3.433
H -2.076 -1.432 -2.983
H -3.710 -2.110 -3.057
```

***

A 2-piece molecular cluster, H2N4O3 overall. Source: OMol25; level of theory: the ωB97M-V functional and the def2-TZVPD basis.

E_LUMO (hartree): 0.0271
Gap between HOMO and LUMO (eV): 10.97
Charge: 0
SMILES: [H]/N=[N+](\[O-])O.N#[N+][O-]
Energy above the lowest of the compared OMol25 structures with the same formula, charge and spin (kJ/mol): 90.7

```
9
H2N4O3, DFT the ωB97M-V functional and the def2-TZVPD basis
H 0.137 -1.680 0.219
N 0.496 -0.727 0.224
N 0.418 -0.197 1.342
O 0.007 -0.628 2.383
O 0.881 1.089 1.348
H 1.014 1.355 0.420
N -0.582 0.709 -1.030
N -0.989 0.287 -1.972
O -1.383 -0.210 -2.935
```

***

A 9-piece molecular cluster, CH21O9 overall. Source: OMol25; level of theory: the ωB97M-V functional and the def2-TZVPD basis.

E_LUMO (hartree): -0.1294
Gap between HOMO and LUMO (eV): 8.92
Charge: +1
Energy above the lowest of the compared OMol25 structures with the same formula, charge and spin (kJ/mol): 0.0

```
31
CH21O9, DFT the ωB97M-V functional and the def2-TZVPD basis
O 0.427 0.220 -3.817
H 1.127 0.774 -4.218
H 0.603 -0.712 -4.051
H 0.456 0.370 -2.813
O -0.324 -0.884 0.428
H -1.310 -0.781 0.409
H -0.035 -0.789 1.373
H 0.109 -0.111 -0.062
C 0.345 2.389 -0.732
O 0.455 1.077 -1.238
H -0.676 2.671 -0.446
H 0.821 2.404 0.260
H 0.847 3.145 -1.337
O 2.650 -1.830 1.096
H 3.128 -1.200 1.643
H 3.195 -1.918 0.310
O -1.934 -2.554 2.441
H -2.240 -2.070 3.216
H -2.742 -2.871 2.020
O 3.085 0.030 -1.137
H 2.343 0.664 -1.099
H 2.667 -0.812 -1.329
O 0.524 -0.239 2.993
H 1.480 -0.132 3.033
H 0.203 0.115 3.829
O -2.660 0.236 0.926
H -3.370 -0.297 1.307
H -2.620 1.026 1.482
O -2.431 0.658 -1.806
H -1.491 0.897 -1.812
H -2.633 0.523 -0.870
```

***

Question: What is the charge in the seventh record?
Answer: 0

***

Question: Which of these has the highest charge?
Answer: C48H45N4P2SeTi